[1]
19
Properties=species:S:1:pos:R:3:lowdin_spin:R:1 method="wB97M-V/def2-TZVPD" multiplicity=2 homo_ev="0.80 / -2.30" energy_ha=-273.77221 molar_mass_g_mol=96.17 total_charge=-1
C -1.70247 0.12677 -1.26242 0.007
C -0.32995 0.68480 -0.90001 0.028
C 0.49217 -0.09052 0.08826 0.081
C 0.33761 0.02558 1.42728 0.027
C -0.64908 1.08085 2.00820 0.003
C 2.48887 -1.40605 -0.65302 0.319
C 1.10984 -1.38706 -0.38227 0.369
H -2.40406 0.94584 -1.05754 0.003
H -1.81602 -0.14140 -2.33044 0.001
H -2.03510 -0.70645 -0.63893 0.001
H 0.30512 0.51126 -1.80505 0.006
H -0.32522 1.77666 -0.84341 0.015
H 0.84681 -0.54993 2.18491 0.011
H -0.60377 1.13381 3.09900 0.001
H -0.51870 2.07061 1.58978 0.001
H -1.67706 0.71272 1.90481 0.003
H 3.18415 -0.78839 -0.09383 0.042
H 2.82792 -1.81319 -1.59542 0.049
H 0.46894 -2.18591 -0.73988 0.033

=====

[2]
19
Properties=species:S:1:pos:R:3:nbo_charge:R:1 method="wB97M-V/def2-TZVPD" multiplicity=1 homo_ev="-7.14 / -7.67" energy_ha=-273.74956 molar_mass_g_mol=96.17
C -2.55397 0.67983 0.20537 -0.672
C -1.76077 -0.55418 0.46090 -0.091
C 0.32779 -0.74348 -1.35385 -0.441
C 0.50809 -0.24013 -0.12471 0.086
C 2.85129 0.14327 -0.47849 -0.295
C 1.74207 0.67151 0.25504 -0.530
C -0.46519 -0.51987 1.07196 -0.519
H -3.08818 0.64985 -0.75178 0.218
H -1.91812 1.57249 0.21041 0.208
H -3.32021 0.83093 0.98414 0.218
H -2.18285 -1.50933 0.15978 0.179
H -0.53145 -1.35757 -1.60097 0.207
H 1.05535 -0.55043 -2.13579 0.206
H 3.15056 0.54863 -1.43843 0.176
H 3.33864 -0.76660 -0.14487 0.176
H 1.48647 1.70652 -0.00010 0.224
H 1.82278 0.59180 1.35131 0.212
H -0.30953 0.30443 1.78621 0.207
H -0.15276 -1.45767 1.54386 0.230

=====

[3]
19
Properties=species:S:1:pos:R:3:nbo_charge:R:1 method="wB97M-V/def2-TZVPD" multiplicity=1 homo_ev=-9.45 smiles="C=CCC1C=C1.C" energy_ha=-273.78934 molar_mass_g_mol=96.17
C 1.17993 1.10783 -2.10268 -0.857
C 1.60388 -1.27665 0.54125 -0.406
C 0.51224 -0.94432 1.22389 -0.163
C -0.08431 0.42390 1.38064 -0.465
C -1.50465 0.48056 0.80073 -0.227
C -1.92858 -0.30138 -0.41160 -0.179
C -2.37400 -0.74048 0.72072 -0.193
H 2.24893 1.22030 -1.90276 0.212
H 0.61703 1.79945 -1.47064 0.213
H 0.98369 1.32864 -3.15447 0.213
H 1.87658 -2.32092 0.40915 0.198
H 2.25634 -0.53900 0.07818 0.192
H -0.07068 -1.74735 1.67645 0.191
H 0.54991 1.18633 0.90821 0.208
H -0.15001 0.68847 2.44719 0.213
H -1.99115 1.44421 0.98944 0.179
H -1.88631 -0.40767 -1.48535 0.226
H 0.87355 0.08463 -1.87149 0.219
H -2.93861 -1.47598 1.27263 0.224